Record 1
Computed, not measured: a 2-piece molecular cluster, C29H43BrClF15O4P overall at a distorted geometry, with the ωB97M-V functional and the def2-TZVPD basis.

Structure (XYZ):
```
94
Properties=species:S:1:pos:R:3:forces:R:3:mulliken_charge:R:1
C -2.863 -2.714 3.483 -0.50 -0.35 0.75 -0.99
C -4.202 -2.265 4.149 0.28 -0.38 -0.68 -0.64
C -5.076 -1.454 3.165 0.79 0.53 0.54 -0.70
C -4.400 -0.063 2.953 -1.09 -0.10 -0.42 0.07
C -5.425 1.014 2.515 0.26 0.00 -0.19 -0.98
C -5.997 0.740 1.096 0.39 0.33 0.95 -0.85
C -4.914 0.954 0.000 -1.10 -0.30 -0.21 0.41
C -5.114 -0.039 -1.194 1.07 0.12 0.89 -0.99
C -3.747 -0.474 -1.803 -0.87 0.29 -0.76 -0.40
C -3.350 0.364 -3.042 0.84 -0.22 0.70 -0.84
C -1.933 -0.094 -3.548 -1.27 0.49 -0.57 0.23
C -2.003 -0.785 -4.938 0.12 0.29 0.38 -0.53
C -0.703 -0.669 -5.777 0.42 -0.34 0.35 -1.18
C 0.615 -0.767 -4.950 -0.08 -0.10 -0.33 -0.72
C 0.776 -2.149 -4.226 -1.29 0.83 0.02 -0.39
C 0.874 -2.003 -2.678 -0.13 -0.61 -0.83 -1.52
P 2.563 -2.276 -1.846 -0.14 0.49 0.50 0.98
Cl 1.480 -3.258 -0.166 -0.20 -0.09 0.84 -0.45
Br 3.751 -1.244 -3.566 0.18 0.68 -0.80 -0.43
C 4.200 -2.466 -0.863 0.28 -0.92 0.54 -1.36
C 4.268 -1.549 0.383 -0.24 -0.73 -0.05 -0.89
C 5.195 -0.337 0.267 -0.27 -1.39 -0.51 1.10
F 6.409 -0.700 0.795 0.03 0.50 0.56 -0.36
F 5.484 -0.075 -1.021 -0.12 0.41 -0.18 -0.26
C 4.654 0.997 0.894 -0.19 0.11 0.06 0.48
F 4.392 1.833 -0.119 0.38 0.58 -0.12 -0.32
F 3.470 0.848 1.528 -0.05 -0.58 0.39 -0.38
C 5.593 1.681 1.922 0.23 0.17 0.01 0.58
F 6.742 1.995 1.308 0.04 0.55 -0.31 -0.32
F 5.921 0.849 2.923 -0.22 -0.47 0.04 -0.29
C 4.934 2.927 2.649 -0.23 -0.22 -0.39 0.50
F 4.004 3.549 1.906 0.11 0.16 -0.47 -0.31
F 4.286 2.418 3.711 0.11 0.24 0.48 -0.29
C 5.955 3.994 3.111 0.35 -0.37 0.19 0.79
F 6.927 3.348 3.773 -0.03 -0.17 0.73 -0.31
F 6.568 4.580 2.083 -0.33 0.14 -0.77 -0.28
C 5.360 5.150 4.006 0.78 0.64 -0.76 0.60
F 4.074 5.050 4.238 -0.73 -0.54 0.48 -0.23
F 5.535 6.314 3.382 0.01 0.39 -0.51 -0.27
F 6.048 5.248 5.125 -0.01 -0.44 0.91 -0.26
C 2.759 -4.075 -2.596 -0.24 -0.85 -1.22 -0.82
C 3.862 -4.240 -3.609 -3.41 0.43 -0.16 0.35
O 4.969 -4.389 -3.354 4.33 -0.64 0.98 -0.46
F 3.537 -4.269 -4.949 -0.80 0.08 0.16 -0.29
H -2.083 -1.947 3.559 -0.25 -0.14 -0.33 0.21
H -3.032 -3.030 2.445 0.20 0.25 0.19 0.26
H -2.504 -3.600 4.033 0.10 0.29 -0.24 0.37
H -3.943 -1.659 5.030 -0.35 -0.18 -0.11 0.31
H -4.731 -3.173 4.484 0.07 0.34 -0.03 0.33
H -5.122 -1.997 2.209 -0.14 0.13 0.26 0.26
H -6.105 -1.314 3.539 0.29 -0.11 -0.02 0.36
H -3.648 -0.193 2.161 0.14 0.26 0.53 -0.08
H -3.947 0.272 3.899 0.15 -0.20 -0.36 0.50
H -6.228 1.060 3.271 0.14 -0.08 -0.29 0.44
H -4.952 2.015 2.526 -0.07 -0.32 -0.05 0.22
H -6.858 1.415 0.955 0.22 -0.26 -0.21 0.42
H -6.389 -0.288 1.112 0.12 0.24 -0.28 0.35
H -3.903 0.823 0.408 -0.31 0.07 -0.05 -0.50
H -5.026 2.000 -0.327 0.36 -0.28 -0.05 0.36
H -5.565 -0.946 -0.763 -0.21 0.30 -0.29 0.41
H -5.784 0.421 -1.933 0.12 -0.41 0.04 0.32
H -3.807 -1.537 -2.094 0.11 0.30 0.04 0.34
H -2.953 -0.385 -1.047 -0.23 -0.07 -0.19 0.27
H -4.111 0.313 -3.837 0.17 -0.10 0.27 0.35
H -3.284 1.415 -2.711 -0.13 -0.24 -0.21 0.27
H -1.320 0.814 -3.630 0.16 -0.45 0.22 0.37
H -1.563 -0.790 -2.787 0.43 0.37 -0.29 -0.31
H -2.290 -1.835 -4.762 0.05 0.28 -0.29 0.24
H -2.821 -0.289 -5.490 0.22 -0.38 0.02 0.43
H -0.715 0.285 -6.332 0.02 -0.26 0.20 0.38
H -0.663 -1.483 -6.522 -0.20 0.30 0.07 0.34
H 1.460 -0.571 -5.627 -0.19 -0.11 0.21 0.51
H 0.623 0.056 -4.221 0.15 -0.32 -0.12 0.31
H -0.187 -2.662 -4.425 0.44 -0.09 0.09 0.39
H 1.544 -2.774 -4.695 0.05 0.30 0.30 0.28
H 0.512 -1.011 -2.371 0.42 -0.19 -0.04 0.41
H 0.167 -2.717 -2.231 0.40 0.11 -0.04 0.50
H 2.417 -0.970 -1.219 -0.03 -0.18 0.07 -0.25
H 4.198 -3.499 -0.474 -0.06 0.35 -0.14 0.33
H 5.080 -2.418 -1.512 -0.28 0.27 0.13 0.72
H 4.681 -2.164 1.198 -0.12 0.41 -0.08 0.42
H 3.232 -1.322 0.674 0.35 0.33 -0.11 0.42
H 2.998 -4.791 -1.800 0.08 0.48 -0.04 0.61
H 1.808 -4.434 -3.022 0.20 0.44 0.09 0.38
C -1.306 4.082 2.361 0.04 0.52 -0.23 -0.46
C -0.783 3.157 3.427 -0.37 -0.21 0.28 0.41
O -1.083 1.876 2.910 0.33 0.46 -0.37 -0.27
C -1.068 2.004 1.544 -0.09 -0.47 -0.44 0.72
O -1.018 1.097 0.788 -0.16 0.12 0.13 -0.55
O -1.114 3.315 1.175 0.05 -0.24 0.35 -0.30
F -1.452 3.326 4.597 0.07 -0.03 0.10 -0.31
H -2.369 4.298 2.487 0.01 -0.13 0.19 0.27
H -0.758 5.021 2.313 0.07 -0.10 -0.19 0.29
H 0.291 3.235 3.606 -0.04 0.01 0.16 0.19
```
Positions in Å, forces in eV/Å.

Properties
2S+1: 1
highest occupied orbital energy: -5.2 eV
net charge: -1
orbital gap: 0.261 Ha
electronic energy: -171579.1924 eV

---

Record 2
Computed, not measured: C29H43IrN5OS2Si2 as an isolated structure at a distorted geometry, with the ωB97M-V functional and the def2-TZVPD basis.

Structure (XYZ):
```
83
Properties=species:S:1:pos:R:3:forces:R:3:mulliken_charge:R:1
Ir -0.046 -0.023 -0.221 1.58 -2.62 0.16 3.35
C 3.630 -3.879 2.480 -0.18 0.09 0.13 -0.86
C 2.631 -3.269 3.459 0.45 0.02 0.00 -0.53
N 1.355 -2.980 2.838 -0.37 0.05 0.08 -0.13
C 1.088 -1.853 2.172 -0.22 0.66 -0.46 0.45
S -0.558 -1.594 1.657 -0.52 0.21 -1.72 -0.55
N 2.034 -0.968 1.999 1.59 -0.90 0.82 -1.02
N 1.766 0.087 1.257 -1.66 1.55 -0.51 0.27
C 2.608 1.067 1.146 0.14 -1.23 0.61 0.87
C 3.929 1.049 1.850 -0.02 -0.09 -0.19 -1.90
C 2.168 2.185 0.339 -0.25 0.71 -0.37 0.34
C 2.880 3.391 0.275 -0.21 -0.44 0.14 -0.97
C 2.382 4.443 -0.464 -0.31 -0.13 -0.18 -0.59
C 1.186 4.271 -1.153 0.23 0.01 0.26 -1.03
C 0.532 3.058 -1.038 -0.13 0.25 -0.30 -0.08
N 1.001 2.043 -0.324 -0.12 -0.56 -0.61 0.01
H 4.602 -3.955 2.959 0.14 -0.07 0.00 0.36
H 3.720 -3.250 1.599 0.05 0.08 -0.06 0.12
H 3.315 -4.871 2.163 -0.01 -0.08 -0.02 0.32
H 3.034 -2.334 3.857 -0.09 -0.13 0.03 0.27
H 2.455 -3.955 4.289 -0.04 0.11 -0.01 0.43
H 0.601 -3.641 2.941 0.01 0.11 -0.07 0.24
H 4.715 1.453 1.218 0.11 0.06 -0.05 0.50
H 4.168 0.021 2.113 0.03 0.04 0.02 0.34
H 3.901 1.630 2.772 -0.06 0.07 0.05 0.44
H 3.804 3.497 0.818 0.09 -0.03 0.10 0.44
H 2.912 5.382 -0.495 0.06 0.07 -0.07 0.44
H 0.777 5.057 -1.765 -0.11 0.08 -0.04 0.47
H -0.405 2.880 -1.547 -0.05 -0.03 -0.04 0.45
C -1.434 -4.416 -0.947 -0.06 0.64 -0.27 -1.05
Si -2.063 -2.743 -1.636 -0.56 -0.36 0.23 0.16
C -3.137 -3.114 -3.175 0.56 0.15 0.48 -1.25
C -3.317 -2.068 -0.358 0.60 -0.16 -0.44 -0.57
C -0.582 -1.563 -1.981 -0.86 1.68 0.95 1.30
C 0.725 -2.208 -1.849 0.34 -0.18 -0.05 -1.49
C 1.128 -3.402 -2.457 0.07 0.13 0.07 -0.74
C 2.413 -3.861 -2.260 -0.04 0.09 -0.02 -0.94
C 3.289 -3.126 -1.468 -0.22 0.15 0.02 -0.99
C 2.822 -1.952 -0.908 0.56 0.07 0.28 -0.84
N 1.585 -1.514 -1.092 -1.65 0.94 0.38 0.35
Si -0.488 -0.440 -3.539 -0.02 -0.04 -0.38 0.20
C -1.971 0.728 -3.779 0.63 -0.43 0.27 -0.33
C 1.148 0.553 -3.500 -0.59 -0.36 0.20 -0.87
C -0.390 -1.549 -5.089 -0.07 0.37 0.63 -1.25
H -2.229 -4.940 -0.426 -0.28 0.02 0.04 0.48
H -0.628 -4.276 -0.233 0.17 0.08 0.13 0.22
H -1.076 -5.077 -1.729 0.07 -0.12 -0.17 0.36
H -4.014 -3.675 -2.862 -0.15 -0.12 0.15 0.39
H -2.626 -3.712 -3.922 0.18 -0.12 -0.15 0.35
H -3.492 -2.213 -3.662 -0.06 0.27 -0.09 0.34
H -3.775 -2.891 0.183 -0.04 -0.26 0.00 0.52
H -4.115 -1.516 -0.840 -0.15 0.10 -0.15 -0.02
H -2.856 -1.423 0.379 0.05 0.04 0.12 -0.05
H 0.429 -3.946 -3.068 -0.10 -0.06 -0.10 0.83
H 2.740 -4.775 -2.734 0.02 -0.09 0.00 0.50
H 4.299 -3.457 -1.285 0.08 0.07 -0.02 0.55
H 3.463 -1.323 -0.310 0.10 0.03 0.20 0.51
H -2.030 1.481 -3.004 0.07 0.12 0.23 -0.32
H -2.917 0.199 -3.791 -0.22 -0.18 0.00 0.16
H -1.878 1.251 -4.726 0.11 0.01 -0.26 0.58
H 1.388 0.913 -2.505 0.05 0.04 0.05 0.00
H 1.108 1.411 -4.161 -0.11 0.17 -0.23 0.41
H 1.972 -0.074 -3.825 0.17 -0.19 -0.08 0.34
H -1.267 -2.173 -5.206 -0.26 -0.15 0.02 0.33
H 0.480 -2.195 -5.058 0.22 -0.14 0.01 0.35
H -0.312 -0.934 -5.979 0.06 0.20 -0.20 0.42
C -3.926 2.438 1.064 0.25 -0.64 -0.18 -1.31
S -3.444 1.115 -0.113 -1.53 1.21 0.01 0.35
O -1.979 1.338 -0.347 2.16 -0.42 0.14 -0.69
C -4.253 1.846 -1.570 0.06 -0.34 0.33 0.58
C -3.856 3.085 -2.043 0.08 0.09 0.14 -0.21
C -4.461 3.615 -3.168 0.09 0.03 0.15 -0.76
C -5.462 2.907 -3.814 -0.04 -0.08 -0.03 -0.52
C -5.852 1.662 -3.346 -0.03 0.17 -0.03 -0.66
C -5.245 1.129 -2.219 0.05 -0.17 0.15 -0.35
H -3.472 3.386 0.793 0.11 0.01 -0.19 0.35
H -3.591 2.128 2.048 0.08 -0.05 0.08 0.46
H -5.007 2.517 1.053 -0.18 -0.04 -0.05 0.48
H -3.071 3.626 -1.536 0.12 0.10 0.03 0.28
H -4.156 4.585 -3.531 0.02 0.07 -0.06 0.43
H -5.936 3.333 -4.684 -0.07 0.00 -0.11 0.43
H -6.635 1.119 -3.856 0.00 -0.08 0.02 0.43
H -5.541 0.155 -1.856 -0.03 -0.11 0.07 0.39
```
Positions in Å, forces in eV/Å.

Properties
2S+1: 1
highest occupied orbital energy (alpha / beta): -10.2 / -10.2 eV
net charge: +1
orbital gap (alpha / beta): 0.253 / 0.253 Ha
electronic energy: -80528.1725 eV

---

Q: What is the formula in the first record?
A: C29H43BrClF15O4P

---

Q: The lowest net charge belongs to which entry?
A: C29H43BrClF15O4P

---

Q: Which formula does entry 2 have?
A: C29H43IrN5OS2Si2

---

Q: Among the records above, which one has the lowest net charge?
A: C29H43BrClF15O4P